Entry from the Open Molecules 2025 dataset: 13 unconnected molecules or ions with the total composition C25H76N14O13 (ωB97M-V/def2-TZVPD).

Output
Strongest force on any atom (eV/Å): 3.60
E_HOMO (eV): -9.3139
Gap between HOMO and LUMO (Ha): 0.34970

```
! wB97M-V def2-TZVPD RIJCOSX def2/J DEFGRID3
* xyz 0 1
C 5.049 -18.287 13.986
C 6.191 -19.096 14.418
C 7.259 -19.199 13.358
O 6.712 -18.409 15.680
H 4.402 -18.228 14.860
H 4.490 -18.753 13.155
H 5.425 -17.319 13.668
H 5.930 -20.126 14.694
H 8.077 -19.846 13.712
H 7.690 -18.214 13.307
H 6.911 -19.665 12.423
H 7.335 -18.959 16.177
C 14.861 -12.021 13.131
C 14.433 -12.660 11.805
C 15.436 -13.577 11.168
O 13.252 -13.370 12.154
H 15.694 -11.319 13.053
H 15.174 -12.814 13.815
H 13.969 -11.553 13.549
H 14.132 -11.812 11.140
H 15.007 -14.080 10.280
H 15.633 -14.417 11.863
H 16.377 -13.107 10.938
H 12.864 -13.736 11.318
C 8.864 -9.958 10.860
C 9.519 -9.813 9.523
C 10.995 -9.899 9.536
O 9.078 -10.946 8.652
H 9.028 -10.973 11.232
H 7.782 -9.792 10.785
H 9.242 -9.153 11.482
H 9.176 -8.859 9.076
H 11.360 -9.681 8.552
H 11.317 -10.861 9.855
H 11.426 -9.102 10.192
H 9.099 -10.638 7.747
C 9.702 -20.003 19.151
C 9.197 -18.948 18.186
C 10.174 -17.841 17.970
O 8.802 -19.666 16.969
H 10.586 -20.524 18.740
H 8.951 -20.779 19.329
H 10.021 -19.564 20.080
H 8.238 -18.539 18.522
H 10.596 -17.364 18.865
H 9.718 -17.082 17.309
H 11.027 -18.237 17.437
H 9.597 -20.145 16.667
C 8.765 -15.783 14.098
C 9.550 -14.510 14.387
C 9.806 -13.706 13.167
O 8.832 -13.694 15.346
H 8.610 -16.301 15.037
H 9.210 -16.503 13.424
H 7.775 -15.492 13.693
H 10.495 -14.728 14.875
H 10.384 -12.773 13.419
H 8.897 -13.451 12.573
H 10.519 -14.170 12.441
H 8.088 -13.296 14.868
C 4.448 -13.635 13.154
C 5.812 -12.984 13.058
C 5.818 -11.558 12.551
O 6.381 -12.974 14.432
H 4.515 -14.690 13.444
H 3.948 -13.527 12.176
H 3.841 -13.188 13.931
H 6.479 -13.652 12.487
H 5.072 -10.925 13.023
H 5.643 -11.511 11.470
H 6.835 -11.110 12.725
H 6.392 -12.030 14.718
C 12.171 -10.929 15.707
O 11.713 -10.410 14.681
N 13.375 -10.462 16.392
N 11.527 -11.974 16.413
H 13.638 -10.871 17.266
H 13.972 -9.730 16.011
H 10.835 -12.562 15.915
H 11.947 -12.389 17.214
C 7.251 -9.787 15.181
O 7.033 -8.759 14.522
N 6.161 -10.514 15.765
N 8.451 -10.414 15.281
H 5.288 -10.010 15.675
H 6.282 -10.943 16.677
H 8.412 -11.404 15.482
H 9.332 -10.115 14.844
C 7.901 -12.455 19.061
O 7.686 -12.018 20.202
N 9.123 -12.393 18.364
N 6.830 -12.883 18.182
H 9.973 -12.102 18.796
H 9.149 -12.596 17.377
H 7.059 -13.560 17.465
H 5.967 -13.046 18.663
C 6.411 -15.874 10.282
O 5.642 -16.775 10.555
N 7.910 -15.966 10.560
N 6.005 -14.637 9.639
H 8.203 -16.679 11.242
H 8.614 -15.268 10.423
H 6.547 -13.856 9.307
H 5.062 -14.568 9.280
C 5.114 -15.815 17.231
O 4.330 -14.941 17.658
N 6.236 -15.442 16.480
N 5.025 -17.149 17.557
H 6.100 -14.719 15.818
H 6.707 -16.195 16.019
H 4.327 -17.462 18.211
H 5.494 -17.858 17.032
C 12.620 -17.237 13.611
O 12.020 -17.959 12.810
N 13.205 -17.752 14.802
N 12.690 -15.900 13.501
H 14.152 -17.437 14.995
H 13.093 -18.762 14.893
H 12.138 -15.362 12.840
H 13.308 -15.358 14.070
C 11.171 -15.648 9.744
O 12.013 -14.945 10.262
N 10.268 -15.206 8.763
N 10.895 -16.925 10.141
H 10.390 -14.251 8.461
H 9.485 -15.755 8.452
H 10.334 -17.532 9.557
H 11.331 -17.379 10.936
*
```